# 1
Molecular formula: C3H3IN2O
Method: DFT, wB97M-V/def2-TZVPD

```
10
Properties=species:S:1:pos:R:3:lowdin_charge:R:1
C 0.9402 -0.8301 -0.1873 -0.15
C 1.7588 0.1934 0.1261 -0.58
C -0.5310 -0.7839 -0.2405 -0.38
N -0.3924 1.6141 -0.2945 0.09
N -1.0560 0.6174 -0.3946 -0.14
O -1.4386 -1.5515 -0.0141 0.11
I 3.8348 -0.1360 0.0763 0.82
H 1.4630 -1.7396 -0.5719 0.10
H 1.5955 1.1149 0.3435 -0.07
H -2.2173 0.5749 -0.3560 0.20
```

Summary:
- Molecular weight: 210.0 g mol⁻¹
- Relative energy (zero: lowest compared OMol25 entry of this formula, charge and spin): 309.4 kJ/mol
- Frontier orbital gap: 7.8 eV
- Net charge: 0

=====

# 2
Molecular formula: C3H3IN2O
Method: DFT, wB97M-V/def2-TZVPD

```
10
Properties=species:S:1:pos:R:3:lowdin_charge:R:1
C 0.2621 -1.5137 0.0565 -0.21
C -1.1629 0.3206 -0.5375 -0.21
C 1.8047 0.2046 0.0111 -0.55
N -0.7431 -0.7446 -0.0794 0.07
N -1.7992 1.3461 -0.0533 0.10
O 1.5523 -1.0647 0.1168 -0.22
I 3.9182 0.4355 0.1017 0.69
H 0.1752 -2.5820 0.1312 0.12
H -2.1380 2.0521 -0.6866 0.10
H -1.8694 1.5460 0.9395 0.11
```

Summary:
- Molecular weight: 210.0 g mol⁻¹
- Relative energy (zero: lowest compared OMol25 entry of this formula, charge and spin): 376.8 kJ/mol
- Frontier orbital gap: 7.8 eV
- Net charge: 0

=====

# 3
Molecular formula: C3H3IN2O
Method: DFT, wB97M-V/def2-TZVPD

```
10
Properties=species:S:1:pos:R:3:lowdin_charge:R:1
C 1.9059 -0.4843 1.9342 -0.16
C 0.0738 -0.5852 0.2683 -0.35
C -0.0460 -0.3180 1.6954 -0.90
N 2.9416 -0.8722 2.2032 0.06
N -0.1211 0.3191 -0.5708 0.13
O -0.3346 0.9707 2.0056 -0.07
I -0.9710 -1.8030 2.8597 0.96
H 0.4067 -1.5644 -0.1341 0.13
H 0.0477 0.2659 -1.5434 0.06
H -0.8088 1.4634 1.2996 0.13
```

Summary:
- Molecular weight: 210.0 g mol⁻¹
- Relative energy (zero: lowest compared OMol25 entry of this formula, charge and spin): 231.6 kJ/mol
- Frontier orbital gap: 9.8 eV
- Net charge: 0

=====

# 4
Molecular formula: C3H3IO7P
Method: DFT, wB97M-V/def2-TZVPD

```
15
Properties=species:S:1:pos:R:3:lowdin_charge:R:1
O -2.2652 -1.3741 1.7016 -0.11
C -1.9501 -1.4603 0.4032 -0.68
I -1.7637 -3.2879 -0.7850 0.74
C -1.6336 -0.0148 -0.3640 -0.22
O -0.9613 0.8460 0.6240 -0.27
P 0.7321 0.4721 0.7863 0.79
O 1.1966 -0.8575 0.0684 -0.35
O 1.1906 0.3036 2.4821 -0.21
O 1.6291 1.7892 0.0164 -0.18
C 1.9371 1.4129 -1.3794 -0.50
O 3.0593 0.7393 -1.7390 -0.13
O 1.0176 1.7611 -2.4987 -0.27
H -0.9655 -0.1803 -1.3343 0.13
H -2.6684 0.5063 -0.6485 0.16
H 1.4453 -0.6557 2.6670 0.09
```

Summary:
- Molecular weight: 308.9 g mol⁻¹
- Frontier orbital gap: 6.5 eV
- Net charge: -1
- SMILES string: O=C(I)CO[P@](=O)(O)OC(=O)[O-]

=====

# 5
Molecular formula: C3H3LiO3Zn
Method: DFT, wB97M-V/def2-TZVPD

```
11
Properties=species:S:1:pos:R:3:lowdin_charge:R:1
H -2.0459 0.7734 -1.7304 0.27
C -1.0015 0.4482 0.1147 -0.06
C -0.6322 -0.9822 0.2055 -0.05
O 0.8024 -0.9870 0.0400 0.20
C 1.2104 0.2271 0.0035 -0.44
O 0.1456 1.0994 0.0927 0.14
O 2.3449 0.6435 -0.0099 0.09
Zn 4.0255 0.2534 -0.0219 1.62
H -1.1025 -1.5629 -0.6035 0.18
H -0.8914 -1.4407 1.1725 0.19
Li -2.8554 1.5277 0.7368 0.86
```

Summary:
- Molecular weight: 159.4 g mol⁻¹
- Relative energy (zero: lowest compared OMol25 entry of this formula, charge and spin): 311.1 kJ/mol
- Frontier orbital gap (alpha / beta): 5.0 / 7.0 eV
- Multiplicity: 2
- Net charge: +3
- <S²>: 0.778

=====

# 6
Molecular formula: C3H3LiO4Pr
Method: DFT, wB97M-V/def2-TZVPD

```
12
Properties=species:S:1:pos:R:3:lowdin_charge:R:1
O -4.7134 -1.0303 0.4407 -0.23
O -1.6990 -0.8426 -0.1420 0.07
C -0.4468 -0.6428 0.1855 -0.73
C -2.6449 0.2911 -0.2587 -0.30
O 0.3410 -1.6018 0.2546 0.03
O -0.0166 0.5552 0.4460 -0.32
C -3.8045 0.1140 0.6773 -0.43
H -2.9883 0.2646 -1.3056 0.13
H -4.3913 1.0681 0.5938 0.10
H -3.4166 0.0560 1.7279 0.11
Li 1.7567 -0.3189 0.7050 0.85
Pr -1.2732 2.3137 0.2708 1.73
```

Summary:
- Molecular weight: 250.9 g mol⁻¹
- Frontier orbital gap (alpha / beta): 3.6 / 4.1 eV
- Multiplicity: 3
- Net charge: +1
- <S²>: 2.219

=====

| no. | calculated total energy (Eh) |
| --- | --- |
| 1 | -598.4182 |
| 2 | -598.3926 |
| 3 | -598.4479 |
| 4 | -1281.8417 |
| 5 | -2127.2844 |
| 6 | -941.2174 |